Record 1
ORCA calculation (wB97M-V/def2-TZVPD) on a molecular structure, C48H127F6N12O16S2Ti at a distorted geometry.

## Properties
Energy relative to the best compared isomer or geometry (same formula, charge and spin), kcal per mole: 0.0
LUMO level (spin up / spin down), eV: 0.06 / -0.01
Multiplicity: 4
Net charge: 0

CARTESIAN COORDINATES (ANGSTROEM)
Ti (-1.582, -1.738, -1.643)
C (2.065, -2.145, 0.696)
F (1.906, -1.351, 1.719)
F (3.263, -2.533, 0.513)
F (1.287, -3.277, 0.808)
S (1.476, -1.144, -0.837)
O (2.540, -0.157, -1.070)
O (1.293, -2.083, -1.951)
N (-0.087, -0.674, -0.220)
S (0.094, 0.851, -0.148)
O (1.003, 1.254, 0.915)
O (0.195, 1.545, -1.491)
C (-1.669, 1.455, 0.448)
F (-1.722, 1.156, 1.750)
F (-1.850, 2.779, 0.281)
F (-2.614, 0.782, -0.229)
C (-2.154, -1.660, 3.288)
C (-2.236, -2.665, 2.140)
C (-3.457, -3.590, 2.261)
O (-3.275, -4.347, 3.435)
C (-4.246, -5.376, 3.571)
N (-2.307, -1.925, 0.868)
H (-1.273, -1.022, 3.219)
H (-2.078, -2.242, 4.206)
H (-3.015, -0.994, 3.328)
H (-1.362, -3.317, 2.148)
H (-3.515, -4.246, 1.393)
H (-4.451, -3.145, 2.216)
H (-4.159, -5.899, 4.524)
H (-4.232, -6.129, 2.783)
H (-5.233, -4.914, 3.550)
H (-2.819, -1.057, 0.936)
H (-1.440, -1.531, 0.530)
C (-2.236, 0.824, -5.209)
C (-2.283, -0.057, -3.932)
C (-3.637, -0.746, -3.696)
O (-3.690, -1.256, -2.424)
C (-4.916, -1.981, -2.313)
N (-1.236, -1.059, -3.885)
H (-3.045, 1.543, -5.334)
H (-2.312, 0.195, -6.096)
H (-1.330, 1.429, -5.244)
H (-2.240, 0.699, -3.147)
H (-3.830, -1.457, -4.500)
H (-4.378, 0.047, -3.792)
H (-4.799, -2.912, -2.869)
H (-5.779, -1.420, -2.671)
H (-5.158, -2.169, -1.267)
H (-0.348, -0.732, -4.237)
H (-1.469, -1.717, -4.616)
C (5.096, 3.979, 6.347)
C (4.620, 2.501, 6.463)
C (3.795, 1.978, 5.206)
O (2.505, 2.630, 5.177)
C (1.665, 2.234, 4.197)
N (5.801, 1.689, 6.502)
H (5.770, 4.211, 5.522)
H (5.604, 4.210, 7.283)
H (4.273, 4.691, 6.299)
H (4.155, 2.364, 7.439)
H (3.719, 0.893, 5.273)
H (4.380, 2.151, 4.302)
H (1.580, 1.148, 4.159)
H (2.069, 2.489, 3.218)
H (0.698, 2.729, 4.285)
H (5.556, 0.719, 6.363)
H (6.304, 1.915, 5.655)
C (2.683, 6.062, -4.024)
C (2.753, 5.156, -2.846)
C (1.780, 5.640, -1.786)
O (1.962, 4.873, -0.652)
C (1.158, 5.245, 0.454)
N (2.476, 3.788, -3.244)
H (1.725, 6.237, -4.514)
H (3.320, 5.580, -4.766)
H (3.199, 7.012, -3.885)
H (3.723, 5.234, -2.355)
H (0.736, 5.507, -2.069)
H (1.915, 6.703, -1.587)
H (1.298, 6.315, 0.609)
H (1.440, 4.679, 1.342)
H (0.116, 4.988, 0.263)
H (1.643, 3.612, -3.788)
H (2.427, 3.213, -2.415)
C (1.914, -4.777, -5.621)
C (3.096, -3.894, -5.208)
C (3.989, -3.431, -6.406)
O (4.650, -4.618, -6.786)
C (5.726, -4.361, -7.691)
N (2.643, -2.599, -4.644)
H (1.244, -4.247, -6.298)
H (1.346, -5.104, -4.749)
H (2.274, -5.672, -6.128)
H (3.750, -4.421, -4.514)
H (4.732, -2.700, -6.088)
H (3.316, -2.993, -7.142)
H (6.074, -5.345, -8.004)
H (6.485, -3.711, -7.256)
H (5.426, -3.863, -8.613)
H (3.456, -2.142, -4.257)
H (2.121, -2.864, -3.821)
C (1.437, -3.357, 4.044)
C (1.756, -2.805, 5.390)
C (3.112, -3.264, 6.023)
O (3.485, -2.383, 7.119)
C (2.496, -2.428, 8.166)
N (1.772, -1.310, 5.225)
H (1.439, -4.446, 4.094)
H (2.261, -3.175, 3.354)
H (0.516, -2.937, 3.640)
H (0.896, -3.047, 6.015)
H (3.912, -3.196, 5.286)
H (3.057, -4.298, 6.363)
H (2.735, -1.933, 9.107)
H (2.315, -3.448, 8.505)
H (1.551, -2.013, 7.816)
H (2.641, -1.057, 5.673)
H (1.971, -1.196, 4.241)
C (0.054, -4.917, -2.052)
C (-1.232, -5.397, -1.494)
C (-1.104, -6.206, -0.196)
O (-2.307, -6.700, 0.299)
C (-2.105, -7.762, 1.212)
N (-1.992, -4.179, -1.242)
H (0.004, -4.325, -2.966)
H (0.622, -5.811, -2.308)
H (0.639, -4.345, -1.331)
H (-1.850, -5.926, -2.219)
H (-0.652, -5.654, 0.628)
H (-0.385, -6.993, -0.424)
H (-3.022, -8.311, 1.428)
H (-1.835, -7.294, 2.159)
H (-1.380, -8.523, 0.921)
H (-1.853, -3.967, -0.265)
H (-2.942, -4.521, -1.279)
C (-5.992, 7.141, -3.231)
C (-6.064, 5.918, -2.301)
C (-5.242, 6.222, -1.071)
O (-5.316, 5.145, -0.131)
C (-4.342, 5.151, 0.922)
N (-7.462, 5.646, -1.977)
H (-6.402, 6.837, -4.195)
H (-4.980, 7.525, -3.356)
H (-6.550, 8.022, -2.913)
H (-5.733, 5.012, -2.810)
H (-5.568, 7.127, -0.558)
H (-4.213, 6.356, -1.405)
H (-4.384, 6.186, 1.264)
H (-3.352, 4.888, 0.551)
H (-4.745, 4.484, 1.683)
H (-7.481, 4.838, -1.372)
H (-7.542, 6.341, -1.250)
C (6.467, -0.586, 1.441)
C (5.247, -0.277, 2.276)
C (4.302, 0.726, 1.600)
O (4.958, 1.927, 1.306)
C (4.022, 2.866, 0.748)
N (4.554, -1.466, 2.792)
H (7.144, -1.236, 1.997)
H (7.013, 0.297, 1.108)
H (6.222, -1.132, 0.531)
H (5.716, 0.206, 3.133)
H (3.452, 0.829, 2.274)
H (4.014, 0.294, 0.641)
H (4.431, 3.843, 0.490)
H (3.209, 3.217, 1.383)
H (3.551, 2.466, -0.150)
H (5.158, -2.253, 2.983)
H (3.987, -1.816, 2.033)
C (7.121, -1.212, -3.687)
C (6.084, -0.911, -2.628)
C (6.261, 0.447, -1.997)
O (6.293, 1.473, -2.975)
C (6.409, 2.699, -2.365)
N (4.767, -1.123, -3.212)
H (8.112, -1.422, -3.284)
H (7.219, -0.384, -4.388)
H (6.832, -2.092, -4.262)
H (6.213, -1.642, -1.829)
H (7.195, 0.381, -1.439)
H (5.527, 0.675, -1.223)
H (6.868, 3.439, -3.021)
H (6.918, 2.740, -1.402)
H (5.403, 3.109, -2.277)
H (4.093, -0.742, -2.563)
H (4.630, -0.476, -3.976)
C (-5.894, 2.048, -1.269)
C (-7.403, 2.122, -1.030)
C (-7.916, 0.845, -0.289)
O (-7.746, -0.265, -1.147)
C (-8.097, -1.535, -0.611)
N (-7.564, 3.326, -0.158)
H (-5.673, 1.178, -1.888)
H (-5.246, 1.979, -0.396)
H (-5.517, 2.927, -1.791)
H (-7.977, 2.260, -1.946)
H (-8.914, 0.993, 0.123)
H (-7.270, 0.631, 0.562)
H (-7.868, -2.308, -1.344)
H (-9.169, -1.613, -0.429)
H (-7.524, -1.746, 0.292)
H (-7.458, 3.023, 0.800)
H (-6.672, 3.795, -0.220)
C (-4.805, 1.761, 3.018)
C (-6.313, 1.884, 3.292)
O (-6.799, 2.904, 2.483)
H (-4.357, 2.709, 3.313)
H (-4.626, 1.593, 1.956)
H (-4.291, 1.023, 3.634)
H (-6.370, 2.087, 4.361)
H (-6.843, 0.967, 3.035)
H (-7.563, 3.301, 2.909)



Record 2
ORCA calculation (wB97M-V/def2-TZVPD) on a single C4H8N2O molecule at a distorted geometry.

## Properties
Energy relative to the best compared isomer or geometry (same formula, charge and spin), kcal per mole: 96.8
LUMO level, eV: 0.84
Structure (SMILES): C=C(C)/N=C/NO
Net charge: 0

CARTESIAN COORDINATES (ANGSTROEM)
C (-1.413, 1.440, -0.131)
C (-1.176, 0.147, -0.254)
C (-2.109, -0.997, 0.139)
N (0.114, -0.239, -0.641)
C (1.099, 0.138, 0.034)
N (2.355, -0.438, -0.210)
O (3.579, 0.241, -0.016)
H (-0.667, 2.138, -0.452)
H (-2.364, 1.943, 0.056)
H (-1.864, -1.492, 1.074)
H (-2.162, -1.887, -0.638)
H (-3.149, -0.635, 0.313)
H (1.140, 0.902, 0.800)
H (2.494, -1.274, -0.826)
H (4.124, 0.014, 0.751)